1.
Computed, not measured: C36H44BCl2F4IrN3O3P as an isolated structure, with wB97M-V/def2-TZVPD.

Element x y z (Å)
Ir: -0.518 -0.524 -0.514
Cl: -2.107 -5.014 1.432
C: -3.141 -3.802 0.771
C: -4.528 -3.949 0.853
C: -5.370 -2.982 0.366
Cl: -7.076 -3.177 0.538
C: -4.846 -1.817 -0.242
C: -5.623 -0.774 -0.790
C: -4.995 0.319 -1.324
C: -3.594 0.370 -1.342
N: -2.849 -0.598 -0.857
C: -3.444 -1.679 -0.306
C: -2.550 -2.678 0.185
O: -1.274 -2.527 0.068
H: -4.939 -4.835 1.316
H: -6.700 -0.860 -0.785
H: -5.560 1.144 -1.733
H: -3.083 1.228 -1.754
C: 2.782 -4.526 -0.612
C: 1.770 -3.583 -1.264
C: 0.428 -4.294 -1.462
P: 1.537 -1.942 -0.395
C: 2.028 -1.981 1.390
C: 3.500 -2.172 1.751
C: 1.112 -2.942 2.151
C: 2.786 -0.915 -1.222
C: 4.057 -1.360 -1.542
C: 4.947 -0.583 -2.280
C: 6.305 -1.090 -2.652
C: 4.508 0.672 -2.724
C: 3.252 1.132 -2.427
C: 2.357 0.356 -1.651
N: 1.075 0.737 -1.438
C: 0.600 1.986 -1.745
C: -0.452 2.110 -2.710
C: -0.956 0.925 -3.490
C: -0.949 3.361 -2.988
C: -0.474 4.504 -2.339
C: -1.045 5.847 -2.656
C: 0.532 4.364 -1.383
C: 1.087 3.145 -1.068
C: 2.088 3.030 0.042
H: 3.141 -5.230 -1.363
H: 2.315 -5.100 0.187
H: 3.645 -4.008 -0.201
H: 2.137 -3.279 -2.248
H: 0.043 -4.667 -0.514
H: 0.553 -5.139 -2.142
H: -0.319 -3.623 -1.882
H: 1.775 -0.957 1.668
H: 3.803 -3.219 1.745
H: 3.637 -1.799 2.766
H: 4.160 -1.595 1.104
H: 1.336 -3.982 1.908
H: 0.066 -2.757 1.908
H: 1.252 -2.809 3.225
H: 4.374 -2.346 -1.229
H: 6.582 -1.964 -2.067
H: 7.059 -0.316 -2.516
H: 6.318 -1.369 -3.709
H: 5.171 1.275 -3.332
H: 2.915 2.084 -2.817
H: -0.207 0.592 -4.212
H: -1.865 1.186 -4.028
H: -1.177 0.071 -2.846
H: -1.737 3.463 -3.723
H: -1.907 5.763 -3.313
H: -0.297 6.475 -3.143
H: -1.353 6.354 -1.740
H: 0.870 5.248 -0.854
H: 2.186 3.985 0.554
H: 3.072 2.737 -0.321
H: 1.762 2.278 0.763
O: 1.182 0.982 2.120
C: 0.090 0.515 2.405
O: -0.702 -0.188 1.700
C: -0.468 0.695 3.852
N: -1.973 0.691 3.766
C: -2.486 1.888 4.493
C: -1.351 2.893 4.362
C: -0.092 2.029 4.499
H: -0.119 -0.159 4.430
H: -2.385 -0.178 4.095
H: -2.208 0.768 2.755
H: -2.658 1.625 5.537
H: -3.416 2.221 4.041
H: -1.409 3.661 5.130
H: -1.381 3.368 3.383
H: 0.175 1.884 5.546
H: 0.764 2.456 3.980
F: -1.374 1.770 -0.065
B: -2.324 2.608 0.619
F: -2.995 1.777 1.571
F: -3.219 3.111 -0.304
F: -1.640 3.607 1.292

charge = +1
Kohn-Sham gap (spin up / spin down) = 4.384 / 4.201 eV
E_tot = -97378.576 eV
multiplicity = 2
HOMO energy (spin up / spin down) = -0.358 / -0.358 hartree


2.
Computed, not measured: C36H44BrN4S2Si2Sn as an isolated structure, with wB97M-V/def2-TZVPD.

Element x y z (Å)
Sn: -1.610 0.361 -0.201
C: -3.439 2.942 -2.111
Si: -2.922 1.465 -3.175
C: -1.086 1.560 -3.645
C: -3.942 1.421 -4.771
N: -2.962 0.140 -2.002
C: -3.467 -1.077 -2.100
C: -4.206 -1.529 -3.233
C: -4.777 -2.751 -3.255
C: -4.619 -3.642 -2.161
C: -3.881 -3.281 -1.089
C: -3.252 -2.006 -1.005
N: -2.442 -1.648 -0.009
Si: -2.011 -2.787 1.320
C: -1.115 -4.261 0.517
C: -0.780 -1.941 2.470
C: -3.616 -3.077 2.291
H: -3.458 3.870 -2.697
H: -2.736 3.093 -1.277
H: -4.437 2.781 -1.670
H: -0.903 2.395 -4.344
H: -0.744 0.636 -4.127
H: -0.445 1.722 -2.765
H: -3.812 2.400 -5.258
H: -5.018 1.271 -4.595
H: -3.601 0.662 -5.483
H: -4.330 -0.861 -4.072
H: -5.366 -3.053 -4.114
H: -5.078 -4.619 -2.187
H: -3.756 -3.980 -0.275
H: -0.304 -3.880 -0.112
H: -1.758 -4.894 -0.105
H: -0.661 -4.904 1.284
H: 0.185 -1.737 1.982
H: -0.588 -2.587 3.340
H: -1.162 -0.985 2.865
H: -4.366 -3.670 1.759
H: -4.054 -2.098 2.533
H: -3.393 -3.580 3.246
S: 0.450 1.312 1.829
C: 1.905 1.323 1.040
N: 2.985 1.902 1.533
C: 4.177 2.018 0.707
C: 3.736 2.317 -0.708
N: 2.869 1.240 -1.163
C: 3.102 0.718 -2.515
C: 4.424 0.006 -2.550
C: 4.570 -1.194 -1.858
C: 5.795 -1.829 -1.814
C: 6.889 -1.271 -2.472
C: 6.749 -0.080 -3.166
C: 5.514 0.556 -3.204
C: 2.027 0.685 -0.320
S: 1.153 -0.682 -0.665
C: 3.046 2.351 2.925
C: 3.474 1.222 3.833
C: 4.819 0.935 4.026
C: 5.201 -0.120 4.833
C: 4.241 -0.906 5.449
C: 2.898 -0.623 5.271
C: 2.516 0.439 4.465
H: 4.765 1.100 0.750
H: 4.790 2.823 1.104
H: 4.593 2.372 -1.370
H: 3.193 3.266 -0.746
H: 3.081 1.569 -3.196
H: 2.278 0.057 -2.752
H: 3.716 -1.639 -1.353
H: 5.899 -2.765 -1.277
H: 7.853 -1.765 -2.437
H: 7.597 0.356 -3.679
H: 5.404 1.482 -3.767
H: 2.065 2.722 3.197
H: 3.743 3.185 2.965
H: 5.581 1.554 3.552
H: 6.252 -0.333 4.983
H: 4.551 -1.732 6.083
H: 2.134 -1.227 5.752
H: 1.461 0.669 4.345
Br: -6.961 3.062 3.352
C: -5.511 2.273 2.412
C: -4.225 2.740 2.627
C: -3.171 2.162 1.924
C: -3.392 1.129 1.028
C: -4.695 0.668 0.827
C: -5.756 1.239 1.520
H: -4.045 3.545 3.329
H: -2.169 2.549 2.088
H: -4.893 -0.134 0.124
H: -6.769 0.882 1.368

charge = +1
Kohn-Sham gap (spin up / spin down) = 5.204 / 6.084 eV
E_tot = -157303.665 eV
HOMO energy (spin up / spin down) = -0.355 / -0.365 hartree


Q: Look up the charge of the second one.
A: +1